Entry 1:
{
  "formula": "C34H45N7O5S2SeY",
  "method": "ωB97M-V/def2-TZVPD",
  "gap_ev": 6.24,
  "multiplicity": 1,
  "max_force_ev_per_a": 0.63,
  "charge": -1,
  "total_energy_ha": -5318.46209,
  "e_lumo_ev": 2.296,
  "de_lowest_kcal_mol": 2.9,
  "e_homo_ev": -3.9,
  "elements": ["C", "C", "N", "C", "N", "H", "O", "C", "H", "C", "C", "H", "H", "N", "S", "H", "C", "O", "C", "H", "C", "C", "H", "C", "H", "H", "H", "O", "H", "C", "H", "H", "H", "C", "H", "H", "H", "C", "H", "N", "H", "H", "C", "C", "O", "C", "H", "O", "Se", "H", "H", "H", "C", "H", "C", "H", "C", "C", "H", "C", "H", "N", "S", "H", "H", "H", "C", "H", "H", "C", "Y", "C", "C", "H", "H", "H", "H", "N", "C", "H", "H", "C", "C", "H", "N", "C", "C", "H", "C", "C", "H", "H", "H", "H", "C"],
  "xyz": [[-3.23727, 3.96925, -0.29367], [0.28665, 4.40200, -0.21568], [-0.28187, -4.72265, -1.94207], [0.45720, 0.26410, -1.00320], [-0.56530, 2.51952, -1.47289], [-3.97278, 6.59777, -3.02367], [-2.33368, -1.96873, 1.59152], [5.07630, -4.69024, 2.72433], [5.88784, 3.61995, -0.46111], [1.00842, -5.04150, -1.35135], [5.17191, 4.29812, -0.01364], [5.40944, -3.23028, 1.19557], [2.00525, 3.35822, 2.46751], [4.25096, -5.38579, 3.50769], [1.72899, 1.10019, 1.55847], [-2.98580, -1.70931, 4.09109], [-4.24477, 6.05522, -0.96462], [-0.34803, -2.55964, 5.29831], [2.95194, -5.12470, 3.34402], [1.15745, -4.46651, -0.44298], [1.74182, 0.50141, -1.77236], [1.79935, 4.10667, 1.70511], [4.69190, 7.59443, 0.59085], [-0.07770, -2.10012, 4.21625], [-0.30835, 4.41590, -2.27858], [-3.54521, -4.92016, -0.65217], [-2.41985, 1.64908, -1.54540], [-0.57271, -0.33287, -1.87535], [-0.88258, -6.40924, -3.07645], [0.17997, 3.74310, -1.57204], [-1.50787, -0.29854, -3.67144], [1.06101, -6.11317, -1.14096], [-1.34807, -4.82314, -3.73376], [2.44305, -4.21598, 2.43375], [-2.40326, -1.58279, -1.57670], [-3.58124, -2.47418, -0.60678], [-4.82106, 6.93945, -0.72045], [3.33571, 6.02163, 1.13155], [-3.01436, 3.22735, 0.46504], [0.17811, -1.66189, 3.14829], [-3.83580, -2.29242, -2.35774], [-2.18766, -3.62163, 5.12714], [-3.25778, -2.68456, 3.68399], [4.00757, 3.79424, 0.54251], [-0.59401, -3.00228, -0.53184], [-3.03170, 4.72553, -2.55407], [3.80534, 2.72874, 0.53326], [-2.02937, -4.09338, 2.19039], [2.71767, -2.25799, 0.30438], [-2.68854, -5.75783, -1.95648], [0.33712, -5.36476, -3.81029], [-4.31065, -2.64384, 3.39550], [-1.93412, 2.53743, -1.94694], [6.33706, 6.05459, -0.43324], [-0.14598, 1.56505, -0.42364], [-2.66547, 4.57191, -3.56449], [-3.08348, -2.43001, -1.57798], [4.67104, -3.75514, 1.78846], [-2.25544, -4.57797, 3.01885], [-3.20348, -4.83931, -1.69165], [2.06002, -0.41329, -2.27995], [-3.01870, -3.81672, 4.56954], [-1.52699, 1.09704, 0.73718], [6.13720, -4.89023, 2.85121], [0.87687, 5.31997, -0.25431], [1.37409, -4.05894, 2.37234], [3.31043, -3.48780, 1.61101], [2.61288, 6.69607, 1.57853], [0.22320, -0.67221, -3.76883], [-2.48252, -2.86281, 2.39074], [0.07673, -1.17306, 0.87296], [0.83855, 2.15599, 0.58104], [-0.57080, -5.36679, -3.20327], [-4.08054, -4.74400, -2.33377], [-0.31007, 0.99362, -3.46759], [1.67967, 1.29723, -2.53062], [1.22038, 4.91487, 2.16120], [-2.35886, -3.66470, -1.86711], [-3.97714, 5.10160, 0.01113], [2.26775, -5.67648, 3.98269], [-3.79483, -3.97209, 5.19567], [3.07771, 4.65662, 1.12295], [-2.75140, 3.76623, -1.58572], [-4.34965, 5.24224, 1.01900], [0.96846, 3.47822, 0.68514], [5.42520, 5.66514, 0.00242], [-1.05742, -3.75658, -1.38804], [1.81280, -4.77493, -2.04044], [4.50549, 6.52759, 0.57696], [-0.52500, -0.05444, -3.25597], [1.19587, 3.55715, -1.94547], [2.54517, 0.75468, -1.07945], [-0.70756, 4.63580, 0.17632], [-1.95085, 2.45282, -3.04290], [-3.76997, 5.86386, -2.25278]]
}

=====

Entry 2:
{
  "formula": "C3H3BrF2O2",
  "method": "ωB97M-V/def2-TZVPD",
  "gap_ev": 8.81,
  "multiplicity": 1,
  "max_force_ev_per_a": 3.74,
  "charge": 0,
  "total_energy_ha": -3040.18972,
  "e_lumo_ev": -0.581,
  "de_lowest_kcal_mol": 71.2,
  "e_homo_ev": -9.4,
  "elements": ["O", "C", "H", "H", "Br", "F", "C", "O", "H", "C", "F"],
  "xyz": [[0.68735, -1.54171, 0.92912], [0.78910, -0.27857, -1.09999], [-2.31105, 1.63263, 0.30872], [-1.71767, -0.13289, 0.22487], [2.08844, 1.09359, -0.24173], [1.64204, -1.12485, -1.69093], [0.03546, -1.16621, -0.08958], [-1.03602, 1.26693, 1.66821], [1.49978, -1.02644, 1.23948], [-1.69689, 0.93655, 0.71142], [0.01947, 0.34097, -1.95959]]
}

=====

Entry 3:
{
  "formula": "C5H8O4P",
  "method": "ωB97M-V/def2-TZVPD",
  "gap_ev": 7.33,
  "multiplicity": 1,
  "max_force_ev_per_a": 4.40,
  "charge": -1,
  "total_energy_ha": -837.62496,
  "e_lumo_ev": 3.432,
  "de_lowest_kcal_mol": 59.3,
  "e_homo_ev": -3.9,
  "elements": ["C", "C", "H", "H", "H", "O", "H", "C", "H", "P", "H", "H", "C", "H", "O", "C", "O", "O"],
  "xyz": [[2.00114, -1.36574, -0.24565], [0.40077, -0.14933, 1.82984], [-0.71482, -1.22928, -1.66451], [-1.59676, -0.16554, -0.52051], [-0.29663, 0.66921, 2.05037], [3.68759, 1.08934, 0.74633], [-1.55354, 0.07771, -2.33746], [1.37437, -0.03356, -0.27060], [-0.11502, -1.09731, 1.78692], [3.03424, 0.72311, -0.50873], [-0.07718, 1.73751, -0.04369], [1.17580, -0.21294, 2.54620], [-1.01366, -0.30593, -1.40391], [0.87427, 0.33041, -2.23461], [1.54277, -2.43043, 0.08706], [0.33212, 0.36974, -1.25258], [3.24218, -1.18332, -0.65121], [0.17677, 1.75943, -0.98626]]
}